P:
A 8-piece molecular cluster, C32H88N8O8 overall. Source: the Open Molecules 2025 dataset; level of theory: ωB97M-V with the def2-TZVPD basis set.

CARTESIAN COORDINATES (ANGSTROEM)
C: 3.397 -2.705 8.892
O: 2.145 -2.897 8.289
C: 1.974 -2.049 7.181
C: 0.625 -2.318 6.528
C: 0.152 -1.252 5.540
N: -0.468 -2.521 7.501
H: 3.425 -3.264 9.828
H: 3.643 -1.659 9.093
H: 4.210 -3.129 8.284
H: 2.003 -0.994 7.501
H: 2.763 -2.201 6.432
H: 0.716 -3.244 5.948
H: -0.767 -1.599 5.085
H: 0.914 -1.133 4.763
H: 0.071 -0.313 6.093
H: -0.088 -3.113 8.233
H: -0.668 -1.632 7.953
C: 1.240 4.267 -1.397
O: 0.954 5.617 -1.102
C: 0.372 6.315 -2.184
C: -0.183 7.621 -1.676
C: -1.311 7.343 -0.678
N: -0.616 8.409 -2.835
H: 1.164 3.636 -0.513
H: 2.205 4.222 -1.910
H: 0.482 3.864 -2.084
H: 1.129 6.469 -2.969
H: -0.385 5.694 -2.689
H: 0.638 8.119 -1.157
H: -0.899 6.933 0.244
H: -2.000 6.591 -1.078
H: -1.911 8.233 -0.486
H: -0.744 9.371 -2.538
H: -1.538 8.104 -3.128
C: -4.832 1.053 -4.759
O: -5.750 0.827 -5.813
C: -6.383 -0.414 -5.718
C: -7.630 -0.376 -4.829
C: -8.127 -1.779 -4.520
N: -8.677 0.429 -5.474
H: -5.313 1.017 -3.782
H: -4.422 2.045 -4.969
H: -3.935 0.429 -4.825
H: -6.638 -0.822 -6.708
H: -5.713 -1.247 -5.421
H: -7.297 0.133 -3.921
H: -7.572 -2.186 -3.675
H: -7.850 -2.406 -5.381
H: -9.194 -1.927 -4.388
H: -8.262 1.305 -5.777
H: -8.980 -0.037 -6.324
C: 8.351 -0.939 2.615
O: 7.047 -0.961 3.125
C: 6.044 -1.026 2.114
C: 4.689 -1.188 2.760
C: 4.633 -2.230 3.861
N: 3.724 -1.526 1.711
H: 8.389 -1.339 1.595
H: 9.001 -1.567 3.227
H: 8.759 0.077 2.605
H: 6.070 -0.097 1.534
H: 6.282 -1.908 1.507
H: 4.405 -0.205 3.168
H: 3.774 -2.036 4.504
H: 5.523 -2.133 4.484
H: 4.637 -3.234 3.439
H: 3.813 -1.007 0.851
H: 2.789 -1.551 2.086
C: -5.645 -1.644 1.381
O: -4.713 -2.646 1.748
C: -3.892 -2.272 2.843
C: -4.597 -2.326 4.165
C: -3.629 -2.022 5.288
N: -5.087 -3.718 4.375
H: -6.227 -1.292 2.236
H: -6.335 -2.116 0.682
H: -5.150 -0.811 0.873
H: -3.060 -2.987 2.830
H: -3.334 -1.345 2.632
H: -5.450 -1.641 4.231
H: -3.186 -1.018 5.256
H: -2.799 -2.727 5.260
H: -4.100 -1.992 6.273
H: -5.700 -3.932 3.590
H: -5.736 -3.643 5.157
C: -2.635 -2.377 -6.074
O: -2.350 -1.022 -5.842
C: -1.454 -0.776 -4.786
C: -0.010 -1.222 -4.994
C: 0.846 -0.817 -3.827
N: 0.435 -0.472 -6.220
H: -1.789 -3.035 -5.892
H: -3.123 -2.486 -7.041
H: -3.434 -2.725 -5.390
H: -1.533 0.269 -4.476
H: -1.807 -1.270 -3.857
H: -0.007 -2.289 -5.216
H: 0.418 -1.072 -2.857
H: 1.027 0.259 -3.853
H: 1.837 -1.256 -3.963
H: -0.357 -0.546 -6.857
H: 1.155 -1.021 -6.685
C: 3.858 1.260 -0.732
O: 4.837 0.244 -0.995
C: 6.103 0.794 -1.273
C: 7.111 -0.315 -1.426
C: 8.541 0.171 -1.442
N: 6.824 -1.019 -2.679
H: 3.663 1.769 -1.679
H: 4.250 1.942 0.024
H: 2.979 0.716 -0.399
H: 6.031 1.390 -2.198
H: 6.436 1.509 -0.505
H: 7.005 -0.909 -0.507
H: 8.759 0.983 -0.745
H: 8.833 0.561 -2.424
H: 9.271 -0.630 -1.297
H: 7.287 -1.919 -2.717
H: 5.826 -1.204 -2.705
C: -3.195 1.207 -1.577
O: -2.105 0.342 -1.309
C: -1.051 0.919 -0.563
C: -0.730 0.003 0.583
C: 0.329 0.435 1.577
N: -0.300 -1.305 -0.007
H: -3.750 1.489 -0.682
H: -3.755 0.768 -2.395
H: -2.758 2.114 -2.023
H: -0.165 1.075 -1.190
H: -1.364 1.902 -0.191
H: -1.600 -0.301 1.180
H: 1.284 0.643 1.092
H: 0.530 -0.320 2.339
H: -0.048 1.283 2.157
H: -0.554 -2.069 0.615
H: -0.958 -1.493 -0.764

Output
Structure (SMILES): COC[C@H](C)N.COC[C@H](C)N.COC[C@H](C)N.COC[C@H](C)N.COC[C@H](C)N.COC[C@H](C)N.COC[C@H](C)N.COC[C@H](C)N
Lowest unoccupied orbital energy in Eh: 0.01612
Total charge: 0
2S+1: 1
Gap between HOMO and LUMO in eV: 9.290
E_HOMO in eV: -8.9



Q:
A 8-piece molecular cluster, C32H88N8O8 overall. Source: the Open Molecules 2025 dataset; level of theory: ωB97M-V with the def2-TZVPD basis set.

CARTESIAN COORDINATES (ANGSTROEM)
C: -0.686 11.479 4.821
O: -1.206 12.739 5.019
C: -2.284 13.127 4.238
C: -2.493 14.684 4.324
C: -4.021 15.111 3.997
N: -1.736 15.495 3.376
H: -1.413 10.729 5.134
H: 0.234 11.329 5.386
H: -0.304 11.309 3.815
H: -2.053 12.777 3.232
H: -3.187 12.639 4.605
H: -2.247 14.896 5.364
H: -4.372 15.102 2.966
H: -4.164 16.129 4.361
H: -4.687 14.490 4.596
H: -1.720 16.418 3.785
H: -0.738 15.350 3.431
C: 6.802 18.871 1.212
O: 5.468 19.098 0.959
C: 4.638 18.771 2.081
C: 3.134 18.794 1.669
C: 2.788 20.007 0.788
N: 2.319 18.785 2.874
H: 7.287 19.726 1.683
H: 7.261 18.789 0.226
H: 7.057 17.969 1.768
H: 4.934 17.900 2.665
H: 4.723 19.560 2.828
H: 3.009 17.927 1.019
H: 1.754 20.145 0.473
H: 3.579 20.055 0.039
H: 2.926 20.912 1.380
H: 2.557 17.881 3.258
H: 1.335 18.653 2.689
C: -0.141 17.761 0.832
O: -0.097 18.616 1.957
C: -1.202 19.526 1.841
C: -1.180 20.607 2.926
C: -1.631 19.999 4.295
N: -2.159 21.592 2.688
H: -1.120 17.392 0.526
H: 0.737 17.115 0.843
H: -0.098 18.380 -0.065
H: -1.082 20.078 0.909
H: -2.187 19.065 1.907
H: -0.154 20.944 3.079
H: -2.612 19.542 4.167
H: -1.668 20.686 5.140
H: -1.040 19.123 4.561
H: -3.034 21.196 2.999
H: -2.177 22.367 3.335
C: 0.982 20.797 -4.005
O: 0.033 21.643 -3.488
C: -0.014 21.653 -2.050
C: -0.527 22.981 -1.444
C: -0.625 22.938 0.043
N: -1.875 23.384 -2.016
H: 0.619 20.423 -4.963
H: 1.005 19.946 -3.324
H: 1.985 21.195 -3.848
H: -0.628 20.827 -1.694
H: 1.003 21.532 -1.676
H: 0.164 23.778 -1.719
H: 0.328 22.758 0.541
H: -1.364 22.186 0.319
H: -0.987 23.886 0.442
H: -1.904 22.819 -2.853
H: -2.547 22.962 -1.392
C: -5.456 23.054 2.202
O: -5.562 22.539 3.525
C: -5.375 23.546 4.562
C: -6.720 24.303 4.999
C: -6.632 25.425 6.136
N: -7.857 23.436 5.245
H: -5.118 22.298 1.493
H: -4.781 23.906 2.124
H: -6.445 23.350 1.852
H: -5.025 23.059 5.472
H: -4.630 24.320 4.376
H: -7.051 24.756 4.065
H: -6.006 25.104 6.968
H: -7.567 25.793 6.560
H: -6.252 26.306 5.618
H: -7.679 22.966 6.122
H: -8.690 23.960 5.471
C: 0.805 10.713 -0.532
O: 0.789 11.592 0.570
C: -0.425 12.326 0.791
C: -0.553 13.546 -0.153
C: 0.604 14.515 -0.043
N: -1.760 14.301 0.182
H: -0.024 10.018 -0.398
H: 1.663 10.047 -0.627
H: 0.790 11.215 -1.499
H: -1.291 11.665 0.807
H: -0.266 12.868 1.723
H: -0.615 13.118 -1.154
H: 1.491 14.126 -0.544
H: 0.914 14.689 0.987
H: 0.358 15.462 -0.523
H: -2.589 13.748 0.020
H: -1.841 14.451 1.178
C: 0.917 23.297 3.874
O: 1.938 24.281 3.605
C: 3.218 23.846 3.153
C: 3.406 23.927 1.582
C: 4.784 23.462 1.015
N: 3.318 25.335 1.219
H: 0.907 22.639 3.005
H: -0.076 23.685 4.103
H: 1.070 22.676 4.756
H: 3.976 24.513 3.565
H: 3.371 22.906 3.684
H: 2.606 23.382 1.082
H: 4.767 23.716 -0.044
H: 5.037 22.407 1.120
H: 5.615 24.068 1.375
H: 2.584 25.865 1.667
H: 4.120 25.897 1.465
C: -3.478 16.984 -2.119
O: -4.773 16.466 -2.197
C: -4.778 15.337 -3.073
C: -6.147 14.740 -3.263
C: -6.334 13.371 -4.071
N: -7.001 15.688 -3.848
H: -3.255 17.605 -2.986
H: -2.628 16.305 -2.064
H: -3.478 17.581 -1.207
H: -4.431 15.746 -4.022
H: -4.028 14.618 -2.743
H: -6.557 14.584 -2.265
H: -7.240 13.346 -4.678
H: -6.342 12.431 -3.519
H: -5.539 13.449 -4.813
H: -6.870 16.416 -3.161
H: -7.992 15.495 -3.867

Output
Structure (SMILES): COC[C@H](C)N.COC[C@H](C)N.COC[C@H](C)N.COC[C@H](C)N.COC[C@H](C)N.COC[C@H](C)N.COC[C@H](C)N.COC[C@H](C)N
Lowest unoccupied orbital energy in Eh: 0.01740
Total charge: 0
2S+1: 1
Gap between HOMO and LUMO in eV: 9.319
E_HOMO in eV: -8.8



R:
A 8-piece molecular cluster, C32H88N8O8 overall. Source: the Open Molecules 2025 dataset; level of theory: ωB97M-V with the def2-TZVPD basis set.

CARTESIAN COORDINATES (ANGSTROEM)
C: 2.390 1.083 1.027
O: 1.512 -0.014 0.848
C: 1.232 -0.325 -0.547
C: 0.179 0.644 -1.168
C: -1.119 0.769 -0.373
N: -0.171 0.387 -2.550
H: 1.935 1.943 0.535
H: 3.332 0.960 0.492
H: 2.616 1.345 2.061
H: 2.169 -0.497 -1.076
H: 0.833 -1.339 -0.595
H: 0.743 1.576 -1.188
H: -1.783 -0.065 -0.142
H: -1.777 1.472 -0.882
H: -0.861 1.163 0.610
H: -1.077 0.752 -2.807
H: 0.499 0.943 -3.063
C: 2.025 6.136 5.291
O: 2.845 6.758 4.336
C: 4.058 7.336 4.958
C: 5.006 8.024 3.923
C: 5.754 6.939 3.088
N: 6.096 8.787 4.470
H: 1.142 5.721 4.806
H: 1.744 6.846 6.068
H: 2.424 5.295 5.858
H: 3.768 8.081 5.699
H: 4.680 6.597 5.464
H: 4.432 8.644 3.234
H: 6.542 7.333 2.445
H: 5.029 6.419 2.463
H: 6.245 6.214 3.737
H: 6.755 8.994 3.733
H: 6.555 8.151 5.107
C: 7.424 4.938 10.791
O: 7.433 4.047 9.707
C: 8.477 3.052 9.715
C: 8.353 2.104 8.486
C: 7.285 1.065 8.592
N: 9.550 1.371 8.183
H: 6.715 5.755 10.661
H: 8.363 5.467 10.951
H: 7.175 4.326 11.658
H: 9.484 3.468 9.759
H: 8.375 2.414 10.593
H: 7.994 2.822 7.748
H: 6.301 1.532 8.557
H: 7.353 0.515 9.531
H: 7.325 0.371 7.753
H: 10.287 1.932 7.779
H: 9.399 0.686 7.456
C: -1.744 -7.948 2.718
O: -0.680 -7.887 3.649
C: 0.178 -6.779 3.525
C: 1.118 -6.809 4.708
C: 2.163 -5.696 4.517
N: 1.764 -8.057 4.811
H: -2.386 -7.093 2.930
H: -2.383 -8.808 2.916
H: -1.302 -7.901 1.722
H: 0.796 -6.842 2.629
H: -0.296 -5.797 3.527
H: 0.583 -6.668 5.647
H: 1.593 -4.768 4.562
H: 2.775 -5.785 3.620
H: 2.838 -5.785 5.368
H: 1.075 -8.693 5.186
H: 1.965 -8.406 3.885
C: 7.799 6.007 -7.740
O: 7.709 4.715 -7.200
C: 6.472 4.076 -7.393
C: 5.311 4.751 -6.635
C: 5.662 4.921 -5.155
N: 4.096 3.988 -6.748
H: 8.869 6.130 -7.574
H: 7.219 6.787 -7.247
H: 7.660 6.019 -8.821
H: 6.185 3.958 -8.438
H: 6.672 3.056 -7.065
H: 5.154 5.786 -6.940
H: 4.927 5.579 -4.691
H: 6.605 5.467 -5.130
H: 5.796 3.946 -4.686
H: 3.782 3.687 -7.660
H: 3.455 4.673 -6.375
C: 2.128 -6.743 -8.184
O: 1.009 -6.975 -7.333
C: 0.036 -5.902 -7.344
C: -1.129 -6.451 -6.403
C: -1.993 -7.591 -6.955
N: -2.069 -5.400 -6.049
H: 2.815 -7.588 -8.241
H: 2.742 -5.897 -7.875
H: 1.821 -6.588 -9.218
H: 0.431 -4.989 -6.899
H: -0.281 -5.718 -8.370
H: -0.674 -6.896 -5.519
H: -1.407 -8.477 -7.200
H: -2.397 -7.370 -7.943
H: -2.810 -7.815 -6.269
H: -1.621 -4.598 -5.629
H: -2.727 -5.781 -5.385
C: -8.269 6.137 -4.043
O: -8.151 5.036 -4.905
C: -8.543 3.795 -4.328
C: -8.262 2.559 -5.289
C: -8.636 1.191 -4.755
N: -6.815 2.527 -5.545
H: -7.750 7.010 -4.438
H: -7.973 5.936 -3.013
H: -9.303 6.483 -4.055
H: -7.972 3.812 -3.400
H: -9.590 3.881 -4.035
H: -8.713 2.726 -6.267
H: -8.433 0.388 -5.464
H: -9.713 1.161 -4.590
H: -8.156 0.887 -3.825
H: -6.634 1.874 -6.294
H: -6.559 3.414 -5.955
C: -13.222 -6.949 1.393
O: -11.842 -6.601 1.165
C: -11.545 -5.324 1.705
C: -10.037 -5.093 1.676
C: -9.729 -3.771 2.415
N: -9.463 -5.146 0.324
H: -13.445 -7.261 2.414
H: -13.539 -7.781 0.764
H: -13.965 -6.158 1.296
H: -12.049 -4.481 1.230
H: -11.862 -5.371 2.747
H: -9.652 -5.946 2.236
H: -8.642 -3.701 2.380
H: -10.001 -3.845 3.468
H: -10.108 -2.930 1.833
H: -9.801 -6.015 -0.064
H: -9.977 -4.431 -0.170

Output
Structure (SMILES): COC[C@H](C)N.COC[C@H](C)N.COC[C@H](C)N.COC[C@H](C)N.COC[C@H](C)N.COC[C@H](C)N.COC[C@H](C)N.COC[C@H](C)N
Lowest unoccupied orbital energy in Eh: 0.02097
Total charge: 0
2S+1: 1
Gap between HOMO and LUMO in eV: 9.556
E_HOMO in eV: -9.0



S:
A 8-piece molecular cluster, C32H88N8O8 overall. Source: the Open Molecules 2025 dataset; level of theory: ωB97M-V with the def2-TZVPD basis set.

CARTESIAN COORDINATES (ANGSTROEM)
C: 2.625 1.232 -7.186
O: 1.764 0.513 -6.357
C: 1.400 1.156 -5.160
C: 0.912 0.206 -4.096
C: -0.405 -0.480 -4.426
N: 0.828 0.763 -2.716
H: 2.110 2.137 -7.538
H: 2.927 0.607 -8.020
H: 3.521 1.609 -6.675
H: 2.369 1.548 -4.793
H: 0.811 2.069 -5.323
H: 1.699 -0.559 -4.058
H: -0.426 -1.062 -5.349
H: -1.263 0.192 -4.420
H: -0.597 -1.249 -3.669
H: 0.939 -0.112 -2.201
H: 1.753 1.181 -2.579
C: 0.664 -2.817 0.475
O: 0.875 -1.604 -0.239
C: 0.682 -0.460 0.643
C: -0.808 -0.262 0.917
C: -1.598 -0.075 -0.370
N: -0.923 0.997 1.720
H: 1.552 -3.078 1.056
H: 0.517 -3.606 -0.265
H: -0.227 -2.832 1.101
H: 1.288 -0.490 1.551
H: 1.058 0.355 0.021
H: -1.327 -1.038 1.481
H: -1.222 -0.782 -1.110
H: -1.480 0.939 -0.749
H: -2.633 -0.337 -0.150
H: -0.103 1.541 1.397
H: -0.655 0.816 2.687
C: 6.712 1.220 -1.288
O: 5.309 1.161 -1.466
C: 4.745 0.013 -0.871
C: 4.526 0.164 0.627
C: 3.817 -1.014 1.253
N: 3.824 1.449 0.966
H: 7.315 0.712 -2.038
H: 6.995 0.955 -0.265
H: 6.943 2.290 -1.296
H: 3.762 -0.252 -1.268
H: 5.349 -0.895 -0.977
H: 5.462 0.251 1.198
H: 4.474 -1.885 1.134
H: 2.956 -1.323 0.652
H: 3.604 -0.856 2.307
H: 4.157 2.124 0.295
H: 4.144 1.721 1.888
C: 0.942 -6.046 -2.949
O: 0.020 -7.077 -3.233
C: 0.632 -8.246 -3.740
C: -0.476 -9.206 -4.128
C: 0.033 -10.510 -4.744
N: -1.367 -8.659 -5.181
H: 1.618 -6.393 -2.160
H: 0.357 -5.184 -2.638
H: 1.557 -5.744 -3.803
H: 1.230 -8.046 -4.638
H: 1.231 -8.689 -2.935
H: -1.040 -9.399 -3.213
H: 0.771 -10.933 -4.052
H: 0.440 -10.413 -5.748
H: -0.753 -11.263 -4.758
H: -1.736 -7.766 -4.862
H: -0.791 -8.457 -5.991
C: 4.123 5.156 -0.719
O: 2.856 4.904 -0.087
C: 2.018 4.005 -0.842
C: 0.829 3.604 0.031
C: -0.149 4.697 0.432
N: 1.193 2.939 1.298
H: 4.798 4.340 -0.470
H: 4.480 6.019 -0.154
H: 4.031 5.371 -1.781
H: 1.722 4.589 -1.719
H: 2.545 3.094 -1.132
H: 0.220 2.936 -0.597
H: -0.639 5.272 -0.359
H: 0.360 5.529 0.940
H: -0.880 4.268 1.113
H: 1.713 3.695 1.753
H: 1.958 2.245 1.183
C: 4.706 4.153 3.550
O: 3.903 3.020 3.463
C: 3.922 2.134 4.576
C: 2.550 1.467 4.565
C: 1.525 2.277 5.335
N: 2.601 0.085 5.130
H: 4.405 4.771 4.406
H: 4.601 4.856 2.719
H: 5.798 4.045 3.594
H: 4.601 1.295 4.375
H: 4.150 2.749 5.449
H: 2.173 1.354 3.545
H: 1.721 2.259 6.411
H: 0.498 2.014 5.095
H: 1.741 3.328 5.098
H: 3.207 0.145 5.943
H: 1.672 -0.176 5.428
C: -6.021 2.997 5.915
O: -5.610 2.008 4.993
C: -4.261 2.153 4.602
C: -3.952 3.362 3.696
C: -4.610 3.252 2.306
N: -2.508 3.511 3.579
H: -5.780 3.979 5.504
H: -5.487 2.890 6.869
H: -7.079 2.862 6.129
H: -3.545 2.152 5.431
H: -4.041 1.240 4.043
H: -4.305 4.315 4.098
H: -4.193 3.949 1.576
H: -5.691 3.135 2.256
H: -4.193 2.327 1.878
H: -2.137 2.836 2.910
H: -2.309 4.399 3.129
C: -5.935 0.688 0.007
O: -7.200 0.180 -0.354
C: -7.536 -1.048 0.289
C: -6.587 -2.193 -0.176
C: -6.614 -2.370 -1.682
N: -7.062 -3.389 0.486
H: -5.139 0.141 -0.507
H: -5.720 0.608 1.079
H: -5.878 1.743 -0.257
H: -7.527 -0.992 1.386
H: -8.589 -1.193 0.046
H: -5.595 -1.941 0.221
H: -6.068 -3.287 -1.920
H: -6.114 -1.552 -2.201
H: -7.611 -2.417 -2.119
H: -6.870 -3.433 1.478
H: -6.571 -4.175 0.065

Output
Structure (SMILES): COC[C@H](C)N.COC[C@H](C)N.COC[C@H](C)N.COC[C@H](C)N.COC[C@H](C)N.COC[C@H](C)N.COC[C@H](C)N.COC[C@H](C)N
Lowest unoccupied orbital energy in Eh: 0.01670
Total charge: 0
2S+1: 1
Gap between HOMO and LUMO in eV: 9.284
E_HOMO in eV: -8.8



Which one sits at the top of the stability order? P does.